# 1
{"formula": "C3H5N3S2", "method": "ωB97M-V/def2-TZVPD", "symbols": ["S", "S", "N", "N", "N", "C", "C", "C", "H", "H", "H", "H", "H"], "coordinates": [[1.744, -2.252, -1.830], [1.112, 1.163, 0.901], [-1.310, 2.189, 1.048], [-1.245, 0.108, 0.097], [1.570, 0.137, -0.495], [-0.694, 1.193, 0.660], [-0.501, -1.142, -0.214], [0.959, -0.991, -0.963], [-2.233, 0.109, 0.082], [-1.068, -1.780, -0.851], [2.607, 0.235, -0.740], [-0.729, 2.914, 1.672], [-0.210, -1.884, 0.633]], "forces_ev_per_angstrom": [[-1.427, 2.156, 1.054], [-0.332, -1.440, -1.341], [-0.358, 3.579, 2.895], [1.892, -1.892, -0.734], [1.789, -0.273, -0.561], [2.539, -0.506, 0.202], [2.284, -0.562, -0.122], [-0.563, -0.320, 1.998], [-0.933, -0.181, -0.151], [-0.742, -0.091, -0.633], [-2.058, -0.160, 0.349], [-1.498, -2.091, -2.301], [-0.592, 1.780, -0.654]], "total_charge": 0, "total_energy_ev": -29331.0908, "spin_multiplicity": 1, "e_homo_ev": -8.55, "de_lowest_kcal_mol": 37.2, "orbital_gap_ev": 8.4, "smiles": "[H]/N=C1/NCC(=S)NS1"}


# 2
{"formula": "C5H5NO", "method": "ωB97M-V/def2-TZVPD", "symbols": ["O", "N", "C", "C", "C", "C", "C", "H", "H", "H", "H", "H"], "coordinates": [[-1.971, -0.657, -0.117], [0.661, -1.169, -2.630], [-0.730, -0.638, 0.508], [-0.238, 0.724, 0.794], [1.243, 0.605, 0.636], [0.493, -0.501, -1.696], [0.352, -0.047, -0.361], [-1.970, 0.089, -0.738], [-0.576, -1.549, 1.082], [-0.848, 1.607, 0.942], [1.888, -0.008, 1.260], [1.696, 1.546, 0.321]], "forces_ev_per_angstrom": [[-0.002, -0.052, -0.086], [-0.217, 0.976, 0.581], [0.227, -0.070, 0.175], [-0.174, 0.321, 0.070], [0.147, -0.057, 0.079], [0.172, -0.424, -0.923], [0.143, -0.413, -0.115], [-0.272, -0.286, 0.099], [0.037, 0.287, 0.210], [0.125, 0.006, -0.297], [-0.256, 0.020, 0.268], [0.069, -0.307, -0.059]], "total_charge": 0, "total_energy_ev": -8800.2520, "spin_multiplicity": 1, "e_homo_ev": -9.91, "de_lowest_kcal_mol": 73.0, "orbital_gap_ev": 10.7, "smiles": "N#C[C@@]12C[C@@H]1[C@H]2O"}